Here is a molecular structure, C23H13BrF3N2O2Rh in a non-equilibrium geometry from OMol25. Energies are from the ωB97M-V functional and the def2-TZVPD basis.

Atoms and positions in Å:
Rh (-0.6177, 1.1385, -1.1190)
F (-1.3103, 1.3095, 4.1178)
C (-0.5096, 1.0598, 3.0743)
C (-0.9811, 1.2072, 1.7982)
C (-0.1452, 0.9705, 0.7015)
C (1.3111, 0.6188, 0.9384)
C (1.6461, 0.3931, 2.3796)
F (2.8886, -0.0623, 2.5919)
C (0.8046, 0.6120, 3.3918)
C (2.3077, 2.1240, -0.7137)
C (3.4993, 2.7881, -1.0222)
C (3.6768, 3.2593, -2.2978)
C (2.6709, 3.0617, -3.2456)
C (1.5307, 2.4144, -2.8471)
N (1.3313, 1.9610, -1.5933)
H (-2.0146, 1.4861, 1.6491)
H (1.0986, 0.4469, 4.4185)
H (4.2482, 2.8909, -0.2512)
H (4.5931, 3.7682, -2.5660)
H (2.7727, 3.4049, -4.2643)
H (0.7177, 2.2426, -3.5428)
Br (2.3398, -5.9132, 0.0849)
C (1.3786, -4.3359, 0.4689)
C (0.1301, -4.4195, 1.0746)
N (-0.5943, -3.3492, 1.3702)
C (-0.0937, -2.1489, 1.0819)
C (1.1458, -1.9703, 0.4776)
C (1.8977, -3.0994, 0.1594)
C (1.7481, -0.6460, 0.1352)
O (2.6148, -0.5569, -0.6948)
O (2.1863, 1.7103, 0.5586)
H (-0.2912, -5.3859, 1.3257)
H (-0.7287, -1.3069, 1.3231)
H (2.8628, -2.9852, -0.3153)
F (-6.3023, -1.1568, -0.7343)
C (-5.0447, -0.6573, -0.7680)
C (-3.9874, -1.5189, -0.9655)
C (-2.7015, -0.9893, -0.9930)
C (-2.4510, 0.3803, -0.8373)
C (-3.5678, 1.2015, -0.6276)
C (-4.8627, 0.7001, -0.5946)
H (-4.1718, -2.5785, -1.0835)
H (-1.8729, -1.6772, -1.1297)
H (-3.4313, 2.2689, -0.4799)
H (-5.7215, 1.3389, -0.4345)

## Properties
- Relative energy (zero: lowest compared OMol25 entry of this formula, charge and spin): 415.6 kJ/mol
- DFT total energy: -112336.5596 eV
- HOMO-LUMO gap (alpha / beta): 7.007 / 6.738 eV